DFT (ωB97M-V/def2-TZVPD) results for a molecular structure, C26H51N10O4S2 in a non-equilibrium geometry.

Element x y z (Å)
S  -0.780458  -1.527398  -1.464246
S  0.011902  1.125748  -1.380673
O  -1.175837  2.109725  -0.281861
O  0.588777  2.052140  -2.370421
O  -2.110248  -1.751122  -0.914779
O  -0.433576  -2.638926  -2.342275
N  -2.951289  -5.230403  2.814059
N  2.268686  -0.704404  -2.170484
N  2.856735  -1.371067  -0.023511
N  2.511895  -0.595558  2.794473
N  0.354760  4.135859  4.959884
N  3.698890  0.927047  -3.991920
N  -3.968072  -6.731335  -2.801250
N  3.786502  0.636342  -0.874394
N  -0.645812  -0.176723  -2.280798
N  -1.409958  2.278234  1.124066
C  0.437004  5.246734  5.221286
C  3.355429  1.331489  -5.004502
C  -3.293196  -4.385615  0.362351
C  -0.805078  7.370250  5.334092
C  -2.562194  -3.524608  -3.934280
C  1.404821  1.632092  -6.466802
C  4.919947  -0.494330  3.791412
C  5.359968  0.963057  3.964848
C  -1.298095  7.280057  3.893480
C  1.001560  0.162802  -6.409877
C  -1.942692  2.000260  2.120069
C  -3.988173  -5.334183  -5.007054
C  5.387484  1.732139  2.647249
C  -0.388053  0.994517  4.464799
C  -3.977277  -6.129174  -3.773822
C  -3.100973  -4.860080  1.740510
C  2.915321  1.845290  -6.302794
C  -5.271163  -5.953523  0.001938
C  2.562936  -0.193345  -0.857375
C  1.386348  0.637096  -0.237775
C  -4.765432  -4.514198  -0.042407
C  -2.600667  1.648829  3.390188
C  0.543531  6.674111  5.545589
C  3.565749  -0.551144  3.235534
C  -2.707194  -4.497159  -5.101674
C  -1.635757  1.858813  4.561055
H  -1.469540  6.245901  3.591911
H  2.754209  -1.563636  -2.368783
H  -1.666192  -2.927142  -4.041882
H  4.687694  1.469638  4.660539
H  1.309228  7.123011  4.911369
H  4.396488  1.793552  2.195589
H  0.870506  2.176608  -5.686135
H  -2.971119  -3.344796  0.299022
H  6.060129  1.257970  1.929974
H  3.466426  1.330502  -7.091716
H  1.237555  -0.281041  -5.441583
H  -0.646188  -0.066527  4.426744
H  -0.072498  0.058264  -6.558621
H  2.404590  -2.189308  -0.409152
H  -2.716590  -3.936944  -6.040089
H  2.571965  -1.226261  0.939653
H  3.155873  2.907199  -6.360534
H  -1.336150  2.903958  4.607727
H  -2.485026  -4.046058  -2.982281
H  -4.073500  -6.010542  -5.859424
H  0.971176  0.178950  0.665286
H  -3.483081  2.280790  3.513124
H  6.356646  0.980670  4.411885
H  -4.864877  -4.684839  -5.002232
H  -6.312508  -6.003151  -0.324052
H  1.092066  2.053658  -7.425236
H  -4.886213  -4.124212  -1.054673
H  -2.660577  -4.972857  -0.304743
H  -1.835869  -5.155755  -5.131891
H  -5.228180  -6.365752  1.012999
H  -0.708174  8.421366  5.614725
H  0.103271  -1.598137  -0.427545
H  0.197991  1.236145  3.578234
H  -5.382877  -3.896808  0.614850
H  0.862928  6.774616  6.583277
H  0.254648  1.156389  5.331831
H  -0.577080  7.722506  3.203593
H  5.598651  -1.022216  3.119753
H  -1.553558  6.929616  5.995865
H  5.732994  2.753453  2.811118
H  4.926316  -1.010342  4.751962
H  -2.158182  1.629994  5.495776
H  4.521736  0.120374  -0.414755
H  4.059775  0.871466  -1.814433
H  1.824605  1.581356  0.100532
H  2.361141  -0.023505  -2.918735
H  -4.678429  -6.588156  -0.655293
H  -2.933182  0.603562  3.355388
H  1.510357  -0.414324  -7.187131
H  -2.243358  7.811586  3.781562
H  -3.418791  -2.845943  -3.886712

Atomic forces in eV per Å
S -0.8959 -0.7188 -2.3165
S -1.1802 -0.9981 -3.2935
O 0.9435 -0.2238 0.5260
O 0.9923 -0.2485 -0.2972
O -0.0206 0.5093 0.9408
O 0.9228 -0.0857 0.4780
N -0.0008 -0.1641 0.4918
N -0.8640 -0.0528 0.1886
N 0.1912 0.1762 -0.0409
N -0.4949 0.1185 0.1964
N 0.2625 -0.1811 0.0167
N 0.5724 0.1750 -0.0378
N 0.1357 -0.3978 0.2180
N -0.1065 0.4763 0.9089
N 1.6185 -0.1254 1.9010
N -2.0287 2.8265 2.8044
C 0.3199 0.5628 0.1523
C 0.0793 0.2939 -0.5866
C -0.3206 0.0503 0.2750
C -0.1884 0.1326 -0.2142
C -0.3263 -0.1417 -0.4703
C -0.2906 -0.1456 -0.0566
C -0.0824 0.2958 0.0766
C 0.1323 0.2826 -0.1519
C -0.0381 0.0001 0.0399
C 0.0711 -0.0034 -0.0022
C -0.0711 -0.7016 0.1569
C 0.3359 -0.0798 -0.0341
C -0.0323 0.0218 0.0693
C 0.0076 -0.0197 0.0610
C -0.2663 0.3379 -0.5582
C 0.1398 0.1996 -0.6605
C -0.3905 -0.0123 0.1221
C -0.0336 -0.0219 0.0996
C 0.6177 -0.5788 -0.1948
C 0.4195 -0.0258 -0.3786
C -0.2121 -0.2645 -0.0134
C 0.3495 -0.3166 -0.1744
C -0.3250 -0.0684 0.0109
C 0.5559 -0.2277 0.2591
C 0.0716 0.3245 0.1992
C -0.0410 -0.0992 0.1842
H 0.0700 -0.0024 -0.0118
H 0.2994 0.1271 -0.0942
H 0.0017 0.0133 0.0598
H -0.0131 -0.0941 0.0469
H 0.0189 -0.0497 -0.0223
H 0.0284 -0.0730 -0.0570
H 0.0939 0.0265 0.0432
H 0.1376 -0.0492 -0.0882
H -0.0353 0.0107 -0.0297
H 0.0377 -0.0391 0.0390
H -0.0426 0.0233 0.0195
H 0.0288 0.0018 -0.0434
H 0.0032 -0.0108 0.0286
H -0.2185 0.0307 0.1209
H -0.0882 -0.1017 -0.0512
H -0.0711 -0.2114 -0.3584
H 0.0811 -0.0087 0.0583
H -0.1960 -0.1679 -0.0667
H 0.0440 0.0413 0.0154
H -0.0819 -0.0640 0.0528
H -0.1695 -0.1701 -0.3260
H 0.0097 -0.0208 -0.1000
H -0.0308 -0.1104 0.0578
H -0.0229 -0.0205 0.0734
H 0.0145 -0.0200 -0.0405
H 0.1075 0.0771 -0.0018
H 0.1341 0.0771 0.0177
H 0.0428 0.0088 0.0164
H -0.0656 -0.0740 -0.0425
H 0.0401 0.0732 0.0253
H 0.0790 -0.0382 0.0785
H -0.1423 0.4281 -0.1299
H -0.0142 -0.0183 -0.0402
H 0.0864 0.0971 -0.0174
H 0.0691 -0.0568 -0.0108
H -0.0090 0.0040 -0.0185
H -0.0128 -0.0261 -0.0194
H -0.0605 -0.0253 -0.0530
H 0.0790 -0.0113 0.0724
H 0.0279 -0.0129 -0.0116
H -0.0498 -0.0749 -0.0323
H -0.1023 -0.0054 -0.0779
H 0.0793 -0.1375 -0.1877
H -0.0299 -0.0581 -0.1394
H -0.4356 0.1075 -0.3068
H -0.1523 -0.3858 0.5285
H -0.0935 0.0234 0.0897
H -0.0244 0.0834 0.0288
H 0.0019 -0.0071 -0.0029
H 0.0216 0.0214 -0.0163
H -0.0048 -0.0107 0.0299

The HOMO energy comes out at -0.078 hartree. The total charge is -1. Its max |F| is 4.469 eV/A. For the energy, the calculation gives -72543.3478 eV. The HOMO-LUMO gap is 0.1540 Ha.